C45H44BaP2 | ωB97M-V/def2-TZVPD

Output
Electronic energy = -2449.14051 Ha
Orbital gap = 5.69 eV
Energy relative to the best compared isomer or geometry (same formula, charge and spin) = 0.00 kcal/mol
Multiplicity = 1
HOMO = -6.48 eV

Geometry as XYZ:
```
92
Properties=species:S:1:pos:R:3:lowdin_charge:R:1
C -0.81329 -1.54129 -2.27525 -0.10
H -2.70574 -2.16493 -6.59549 0.09
C 1.19220 -0.54933 8.01647 -0.25
C -0.92418 1.86384 3.16779 -0.15
H 0.08312 1.90752 2.72385 0.10
C -2.26941 -3.27428 -3.16261 -0.09
C -2.25425 -3.15085 -6.68722 -0.10
C -1.96346 1.34750 2.23159 -0.19
H 4.01872 3.13283 -1.63302 0.11
C -1.12072 2.43123 4.35875 -0.11
H -0.25145 2.86038 4.88371 0.11
C -0.50998 -4.75674 -6.17040 -0.11
C 2.98634 1.97147 -3.13375 -0.11
C 2.86682 2.56429 -6.80290 -0.09
H -0.33487 1.33297 -6.00082 0.07
H 2.27705 4.92306 -1.56451 0.10
H 2.70951 0.35981 -10.00903 0.10
C 3.13187 3.05869 -2.27360 -0.09
Ba 1.01418 -1.15800 4.34306 1.50
H 0.26098 4.75367 -3.03014 0.10
C 1.53469 -0.11935 9.37300 -0.19
C 0.86785 2.87207 -3.91684 -0.10
H -3.26243 -2.34084 -0.02162 0.10
H 3.52900 4.15336 -8.09929 0.10
H -3.07885 -1.21971 3.65097 0.10
H -3.79507 -3.83530 -8.02461 0.10
C 0.06520 0.40125 -5.57755 -0.36
H -2.55341 -3.96232 -3.95793 0.10
H 3.31025 0.25178 3.25389 -0.08
C -2.42631 2.61624 5.04040 -0.19
H 2.05737 -0.59485 -7.80172 0.10
H -2.28501 2.14825 1.52979 0.13
H -2.95151 -0.71751 6.00336 0.11
C 2.42278 1.23900 -6.70795 -0.36
C 3.14875 2.31878 -9.19751 -0.09
H 0.03862 -0.87271 -2.39857 0.09
H 0.96595 -2.32581 6.73982 0.01
C 0.31933 1.64010 7.55081 -0.18
H 0.37101 3.07107 9.20525 0.09
H 2.73083 1.73288 4.04714 -0.06
H -1.26781 -0.85492 -0.27002 0.08
C 2.76365 0.63322 4.14965 -0.53
H -0.71765 -6.70039 -7.06319 0.10
H -1.77531 -0.64156 -5.81972 0.06
C -2.86898 1.44320 5.94103 -0.18
H 1.47529 1.49758 10.80679 0.11
C -1.55394 -1.52299 -1.09354 -0.09
C -3.06193 -0.16553 3.98351 -0.14
C -1.17966 -2.41139 -3.32423 -0.37
C -2.67082 -2.36337 -0.94532 -0.09
C 3.21343 3.11053 -8.04437 -0.08
H 3.40002 0.43284 5.02960 -0.06
H -2.83081 -6.12276 -8.25042 0.10
C 2.15252 -2.73083 8.52018 -0.11
H -3.94628 1.61375 3.14609 0.11
C 2.74592 0.98092 -9.10905 -0.09
H -2.30053 3.48299 5.71324 0.12
C 0.65062 0.38898 7.11498 -0.16
C -2.33785 -5.38433 -7.62924 -0.09
C 1.86170 1.89045 -3.98771 -0.42
P 1.79706 0.45314 -5.12500 1.00
H -2.18546 1.38102 6.80471 0.09
C 2.52327 -2.30350 9.80978 -0.09
H -0.18919 2.34539 6.88190 0.05
C -2.94677 0.11018 5.28638 -0.11
C -0.72822 -0.71368 -5.50792 -0.33
H 2.45145 -0.69043 11.25328 0.11
P -0.18522 -2.30040 -4.86463 1.00
H -3.88486 -3.90477 -1.87080 0.10
H -3.21931 2.87971 4.32199 0.10
C 2.18926 -1.01242 10.24010 -0.04
C 2.15447 4.06502 -2.23303 -0.09
H 3.04441 -2.98607 10.47560 0.09
H -0.02729 2.80922 -4.53187 0.09
H 2.92089 3.18011 -5.90402 0.10
H -3.85867 1.71666 6.34391 0.12
C 0.61881 2.06487 8.89184 -0.08
H 3.74091 1.18825 -3.16444 0.10
H 0.42469 -4.99111 -5.66195 0.10
H 3.41461 2.74789 -10.15886 0.10
C -3.26184 0.78989 2.87383 -0.21
C -1.15306 -5.70451 -6.96388 -0.09
C -2.88197 -4.10263 -7.49825 -0.08
C -1.07651 -3.47118 -5.99763 -0.39
C 1.44836 -1.90220 7.65088 -0.13
H -1.50114 0.55230 1.59870 0.09
H 2.38698 -3.73991 8.17218 0.09
C 2.38680 0.44205 -7.87363 -0.11
H -3.77419 0.23459 2.06372 0.11
C 1.22070 1.19216 9.78369 -0.07
C -3.02341 -3.24229 -1.98515 -0.08
C 1.02037 3.96805 -3.05696 -0.08
```

=====

C45H44N13O5W | ωB97M-V/def2-TZVPD

Output
Electronic energy = -2896.07735 Ha
Orbital gap = 6.60 eV
Charge = +1
Energy relative to the best compared isomer or geometry (same formula, charge and spin) = 0.00 kcal/mol
Multiplicity = 1
HOMO = -11.10 eV

Geometry as XYZ:
```
108
Properties=species:S:1:pos:R:3:lowdin_charge:R:1
H 2.93447 -0.01442 3.36144 0.12
H 3.07345 -1.65067 -3.56650 0.11
O 1.75176 -3.18578 0.55647 -0.01
H 3.33793 -3.31058 3.50877 0.10
C 2.96583 1.96402 4.17576 -0.06
H -0.62519 7.96560 0.97159 0.11
C 3.84341 0.52114 -0.15992 -0.01
C 2.03779 -1.88468 -3.35659 -0.05
H 3.48563 1.65372 5.07317 0.11
O 0.22006 0.75607 0.63630 -0.27
H -0.83575 -2.77019 -4.89845 0.10
H -4.16434 -2.10942 -4.75883 0.13
C 1.95543 1.21364 -1.46299 -0.04
N -1.77678 2.35770 2.29732 -0.01
C 0.66194 7.61223 -0.71057 -0.06
N -3.53666 -1.49033 -4.27320 0.23
C -2.03908 -0.02546 4.94204 -0.07
H 1.59474 -3.31027 3.21284 0.09
N -2.53490 1.58900 1.43272 -0.16
C -0.80945 5.96628 0.23561 -0.02
C 1.59446 -1.89210 -2.03626 0.00
H 4.26246 0.17626 0.77325 0.12
H -3.62465 -1.44696 -3.25959 0.06
C 1.10082 6.69548 -1.65779 -0.07
O -1.40129 -0.64911 2.66854 -0.14
C -0.37544 5.04459 -0.72237 -0.25
H 0.48234 -4.78786 -1.01048 0.13
C 4.16410 1.29473 -2.41713 -0.08
C 1.17041 -2.19031 -4.38766 -0.07
H -3.49743 -1.10504 -6.80211 0.13
C -0.28993 7.24905 0.23377 -0.06
N -3.51233 0.03746 -0.35576 -0.10
H 2.38250 1.90492 -3.44266 0.11
C 2.81699 -2.95171 1.45761 -0.57
C -1.16415 -5.98109 -0.33956 -0.06
C -2.33220 -3.58941 0.43222 -0.03
H -3.99221 -4.78112 1.07252 0.11
H -1.62473 -2.76547 -2.55779 0.12
H 1.84648 6.98365 -2.38669 0.11
H 4.06230 -4.46497 0.60534 0.10
H -2.77697 0.68688 4.57038 0.07
H 2.57258 -4.69176 2.70289 0.10
H 5.74811 0.65184 -1.11604 0.11
O 2.84066 -1.53171 1.59413 -0.03
N -1.43755 0.48854 -2.00378 0.02
N -3.83144 3.07037 2.40021 0.09
H -1.54296 5.66319 0.97176 0.11
C -4.69696 0.60006 -0.06313 -0.42
C -3.00455 -4.78952 0.62953 -0.07
C -2.42161 -5.98753 0.24988 -0.08
C 2.62037 3.29341 3.99738 -0.07
C 1.65250 2.74601 1.86894 -0.01
H -2.81462 -2.66041 0.70446 0.09
H 0.90379 1.41147 -1.58899 0.07
C -0.49421 -4.78537 -0.54410 -0.02
H -2.53776 -0.97799 5.13697 0.08
C -0.28061 -2.27873 -0.32974 -0.29
N -4.84661 1.59699 0.84993 0.19
N -2.88649 -0.51937 -6.26156 0.21
H 0.92224 4.68355 -2.39527 0.11
H 1.52391 -2.20609 -5.41085 0.11
C 2.80213 1.50830 -2.52622 -0.07
H 4.94484 -3.19830 1.47084 0.10
H 2.86593 4.02472 4.75640 0.11
H 1.08406 -0.90632 2.47117 0.12
N -2.54910 3.19981 2.83896 0.00
C 0.27539 -2.19572 -1.74243 -0.14
H -0.70374 -6.91104 -0.64734 0.11
C 1.52666 -1.03109 1.48148 -0.14
C -1.27169 2.56072 -0.65902 -0.15
C -0.15621 -2.50133 -4.09892 -0.08
C -3.78796 2.09251 1.53865 -0.43
C 4.10232 -3.39552 0.80863 0.04
C -0.88166 3.71247 -0.69736 -0.05
N -5.07850 -0.88117 -1.49306 -0.04
H 2.29616 -1.67331 -1.24717 0.11
C -1.07300 -3.58078 -0.15371 -0.16
C 2.56182 -3.60696 2.80356 0.04
C -0.91685 -0.18997 3.94428 -0.30
C 2.46255 0.69872 -0.27986 -0.14
H -1.65343 0.34895 5.89099 0.09
C 1.98210 1.40583 2.05349 -0.15
H -1.83611 -1.50169 2.78259 0.09
C 0.58528 5.41174 -1.66900 -0.02
H -0.15223 -0.88136 4.31404 0.11
C -2.84991 -0.56372 -4.93105 -0.46
C -0.59805 -2.50473 -2.78947 -0.05
W -1.44916 0.62911 0.00175 1.89
C 1.96103 3.68331 2.83814 -0.05
H -2.94561 -6.92166 0.40378 0.11
C 4.68167 0.80176 -1.22478 -0.05
H 0.14412 -2.61625 1.69157 0.14
C 0.73952 -2.25006 0.84890 -0.13
N -3.81788 -0.91482 -1.28831 -0.07
C 1.59790 0.42361 0.94156 -0.26
N -2.09519 0.36004 -4.33024 0.19
H 4.82331 1.52506 -3.24399 0.11
H -5.75718 2.00646 0.98844 0.17
H 4.24789 -2.85394 -0.12533 0.09
H 1.68356 4.71896 2.68866 0.11
H -0.43469 0.76404 3.73809 0.10
O -1.20830 -1.20594 -0.08660 -0.31
H 1.13678 3.05757 0.96835 0.10
H -2.35031 0.19265 -6.72693 0.13
H 1.06608 8.61614 -0.70689 0.11
C 2.64763 1.01712 3.20862 -0.02
C -1.78996 0.37571 -3.10915 -0.22
N -5.68258 0.05805 -0.74353 0.08
```

=====

C45H44N5 | ωB97M-V/def2-TZVPD

Output
Electronic energy = -2014.72542 Ha
Orbital gap = 5.91 eV
Charge = +1
Energy relative to the best compared isomer or geometry (same formula, charge and spin) = 0.00 kcal/mol
Multiplicity = 1
HOMO = -9.70 eV

Geometry as XYZ:
```
94
Properties=species:S:1:pos:R:3:lowdin_charge:R:1
H 2.09810 -0.41081 4.71396 0.13
C -2.93237 -10.48893 3.54508 -0.07
C -1.13159 3.01128 5.74482 -0.16
C -4.02077 -10.27684 4.40542 -0.07
C -4.31046 -6.01716 1.84698 -0.01
H 7.94487 -0.69258 1.68668 0.13
H -4.85816 1.18345 4.97191 0.14
H 3.60243 1.62402 4.44575 0.12
H -3.90347 -6.86379 4.57986 0.12
C 3.09993 -7.66537 1.07213 -0.06
C -2.54681 -8.09081 3.42243 -0.17
C -3.21593 -5.19560 2.09770 -0.21
H 7.12342 0.02319 4.43044 0.14
H 3.15584 -4.84743 -0.88856 0.11
H 0.83163 0.49926 3.05552 0.13
C 6.70161 0.47837 3.51413 -0.16
H 6.11422 2.20897 4.60837 0.12
H 4.83624 -3.30785 0.39446 0.11
H 7.53721 0.93036 2.96539 0.13
C -0.21323 -1.35642 3.58294 -0.18
H -1.00579 4.09443 5.68535 0.12
C -4.34399 -8.97320 4.80364 -0.07
C 5.36154 -2.97199 1.29773 -0.13
H 0.46686 -3.27137 2.82676 0.07
H -4.60182 -11.12713 4.76675 0.11
N 0.12663 -6.01079 2.31973 -0.08
H 5.41483 2.10810 2.98865 0.12
H 5.67351 -3.89122 1.82284 0.13
H 3.57247 -8.63734 1.21486 0.11
C 5.66929 1.52610 3.88090 -0.16
C 7.15998 -1.37334 2.03413 -0.16
H -2.26742 -3.31217 1.76288 0.09
C 3.97614 -0.35479 3.72816 -0.13
H 7.38605 -2.87061 0.54471 0.12
C -1.48235 -1.79286 4.06468 0.03
H -5.16162 -8.80797 5.50373 0.11
C -3.63333 -7.88200 4.30221 -0.05
H 7.61562 -2.04474 2.78477 0.14
H -0.45530 2.91674 3.69536 0.13
C 1.99150 -7.34788 1.85937 -0.02
C -5.51510 -4.08501 1.01284 -0.09
H -1.34921 -9.55238 2.38563 0.12
H 6.35917 -1.52445 0.04752 0.12
N -1.96802 -5.68518 2.54359 0.04
C 4.87214 -1.01955 2.83990 -0.07
H -6.42841 -3.64096 0.62199 0.10
H 1.56606 -8.04169 2.57914 0.11
C -0.35934 2.32484 4.61924 -0.14
H 4.58377 0.63650 5.51870 0.13
C 0.77777 -2.27553 3.14840 0.10
H 4.43319 -6.94822 -0.46905 0.10
C -4.37098 -3.29069 1.17666 -0.07
C -0.00951 0.06626 3.60530 0.02
H -3.97898 -0.76509 7.15419 0.12
C -2.61118 2.69391 5.66427 -0.15
H -4.37898 -1.59196 4.26287 0.13
H -4.57235 1.53141 6.68480 0.13
C 4.41757 -2.19090 2.16217 -0.12
C -2.38392 -0.93721 4.67428 -0.12
C 3.10775 -2.60468 2.31788 0.05
H 1.11409 -4.31975 0.54008 0.11
C 2.16160 -1.92524 3.13413 -0.18
C -3.21000 -3.86475 1.69060 -0.05
H -3.06003 3.19630 4.78782 0.14
C 2.70877 -0.86577 3.93171 0.02
C 2.84071 -5.53321 -0.10162 -0.09
N 6.14536 -0.55994 2.66933 -0.06
C -4.39802 -0.55760 6.16433 -0.16
H -3.13652 3.06519 6.55201 0.13
C -1.66990 -7.01065 2.95071 -0.18
C -2.03067 0.43056 4.89411 -0.07
H 2.76451 -3.46693 1.75094 0.09
C 1.71863 -5.22142 0.67180 -0.05
N -0.37666 -7.18629 2.85425 0.16
H 0.71024 2.33689 4.87597 0.12
H -3.57719 -2.44854 5.57031 0.12
C -4.23701 0.91378 5.84508 -0.16
N -2.85818 1.26695 5.58532 -0.06
H -0.74312 2.68442 6.71553 0.12
C 3.54209 -6.73230 0.12145 -0.08
C 6.60463 -2.18721 0.88400 -0.16
H -4.26443 -7.08672 2.05370 0.11
H -1.71898 -2.85658 3.99029 0.11
H -4.36243 -2.23705 0.88867 0.11
C 1.34379 -6.13748 1.66378 -0.22
C -0.78580 -5.01830 2.28241 0.03
C -2.19766 -9.41118 3.05770 -0.02
C -3.71346 -1.45185 5.13100 -0.14
C 4.41230 0.88108 4.45808 -0.14
H -2.65217 -11.50177 3.25042 0.11
C -0.79957 0.91378 4.35922 -0.13
H -6.33920 -6.09078 1.11150 0.11
H -5.46521 -0.77999 6.20657 0.12
C -5.47519 -5.45115 1.30614 -0.06
```

=====

Question: electronic energy of number 3 (C45H44N5)?
Answer: -2014.72542 Ha